This record from the Open Molecules 2025 dataset describes a gas-phase ion, C2H6N3S (charge +1) at a distorted geometry. The level of theory is the ωB97M-V functional and the def2-TZVPD basis.

Summary:
Energy relative to the best compared isomer or geometry (same formula, charge and spin)   194.6 kJ/mol
SMILES   N/C=[NH+]/C(N)=S
Total energy   -641.94162 Eh
Charge   +1
2S+1   1
Frontier orbital gap (spin up / spin down)   6.88 / 6.88 eV

XYZ file:
```
12
Properties=species:S:1:pos:R:3:forces:R:3
C 0.6598 -0.8362 0.4605 2.69 -0.30 -0.87
C -1.4505 -0.0781 -0.2248 -3.13 -6.31 0.08
N 1.9894 -0.7945 0.6460 -1.46 3.42 -0.42
N -2.3438 0.6773 -0.8002 0.92 2.48 -0.45
N -0.1094 0.1182 -0.0374 -0.28 2.16 -0.34
S -2.1766 -2.0166 0.0942 1.72 4.13 -0.46
H 0.1135 -1.7733 0.4463 -0.20 -0.62 0.89
H 2.4159 -1.5737 1.0819 0.41 -0.96 0.28
H 2.6066 0.1107 0.6104 -1.81 -2.27 0.01
H -2.2600 1.7096 -1.1448 -0.02 -2.53 0.88
H -3.2274 0.1755 -0.9428 0.28 0.47 0.11
H 0.2086 1.0061 -0.3936 0.87 0.31 0.29
```
Positions in Å, forces in eV/Å.



This record from the Open Molecules 2025 dataset describes a gas-phase ion, C2H6N3S (charge +1) at a distorted geometry. The level of theory is the ωB97M-V functional and the def2-TZVPD basis.

Summary:
Energy relative to the best compared isomer or geometry (same formula, charge and spin)   344.4 kJ/mol
Total energy   -641.73207 Eh
⟨S²⟩   2.008
Charge   +1
2S+1   3
Frontier orbital gap (spin up / spin down)   5.64 / 7.60 eV

XYZ file:
```
12
Properties=species:S:1:pos:R:3:forces:R:3
C 0.3347 0.3549 -1.9551 -1.35 -2.58 -2.68
C 1.2404 0.7162 0.1015 0.48 -1.26 -3.29
N 1.1649 0.9717 -1.1937 -0.11 2.61 2.30
N -0.0240 -0.8058 0.2850 -0.39 1.09 1.35
N -1.1087 -0.5754 1.2612 0.25 -3.79 1.00
S -0.6609 -0.8843 -1.2000 -0.32 0.02 -0.82
H 0.2061 0.4607 -3.0174 0.09 0.13 -0.07
H 1.9810 0.0529 0.3054 2.14 -2.18 1.24
H 1.1111 1.4631 0.7606 -0.54 2.82 2.50
H -0.8981 -0.4608 2.2516 1.57 0.33 0.13
H -1.6579 -1.4623 1.3518 -0.04 0.78 -0.60
H -1.6886 0.1691 1.0490 -1.78 2.03 -1.07
```
Positions in Å, forces in eV/Å.



This record from the Open Molecules 2025 dataset describes 2 unconnected molecules or ions with the total composition C2H6N3S2 at a distorted geometry. The level of theory is the ωB97M-V functional and the def2-TZVPD basis.

Summary:
Energy relative to the best compared isomer or geometry (same formula, charge and spin)   224.7 kJ/mol
Total energy   -1040.12653 Eh
Charge   +1
2S+1   1
Frontier orbital gap   7.87 eV

XYZ file:
```
13
Properties=species:S:1:pos:R:3:forces:R:3
C 3.0426 -1.1623 2.1866 1.56 -1.29 1.46
C -1.7983 0.5415 -1.2656 0.50 -0.10 0.28
N 2.3012 -0.4276 1.5166 -1.35 0.94 -1.23
N 1.5929 0.2079 0.8955 -0.21 0.34 -0.07
N -2.8443 0.5989 -2.0652 0.35 -0.01 0.39
S -1.9846 1.0116 0.3893 -0.22 0.03 -0.17
S -0.2974 -0.0147 -1.9035 -0.14 0.03 -0.20
H 2.6759 -1.5835 3.1042 -0.22 -0.04 0.11
H 4.0686 -1.2974 1.9021 0.16 0.08 -0.22
H -0.6987 0.8547 0.7553 -0.10 0.01 -0.13
H -2.7737 0.3241 -3.0372 -0.07 0.03 0.10
H -3.7415 0.9044 -1.7112 0.02 0.00 -0.15
H 0.4573 0.0425 -0.7670 -0.28 0.00 -0.15
```
Positions in Å, forces in eV/Å.



This record from the Open Molecules 2025 dataset describes a single C2H6N4 molecule at a distorted geometry. The level of theory is the ωB97M-V functional and the def2-TZVPD basis.

Summary:
Energy relative to the best compared isomer or geometry (same formula, charge and spin)   479.9 kJ/mol
Total energy   -298.66613 Eh
Charge   0
2S+1   1
Frontier orbital gap   8.60 eV

XYZ file:
```
12
Properties=species:S:1:pos:R:3:forces:R:3
C -1.6826 -0.2947 0.6016 2.69 -0.76 -2.29
C -0.5884 0.0512 -0.4612 -2.29 0.26 1.26
N -1.4279 -0.3173 1.8145 0.96 0.44 1.75
N 1.3328 -0.8828 0.3738 3.42 -3.22 2.43
N 0.7315 -0.1596 -0.3771 -3.06 3.86 -3.16
N 1.4814 0.6602 -1.3489 0.00 2.06 1.36
H -2.5693 -0.6584 0.1210 -1.00 0.20 -0.17
H -1.0380 0.7287 -1.2032 1.16 -0.40 0.02
H -2.1326 -0.5790 2.4955 -0.44 -0.11 -0.55
H 2.3244 -0.8931 0.0509 -0.82 -0.13 0.75
H 2.4717 0.7036 -0.9723 -1.49 -0.29 -0.48
H 1.0970 1.6411 -1.0947 0.87 -1.91 -0.91
```
Positions in Å, forces in eV/Å.



This record from the Open Molecules 2025 dataset describes a single C2H6N4 molecule at a distorted geometry. The level of theory is the ωB97M-V functional and the def2-TZVPD basis.

Summary:
Energy relative to the best compared isomer or geometry (same formula, charge and spin)   358.0 kJ/mol
SMILES   [H]/N=C(/N)NN=C
Total energy   -298.71257 Eh
Charge   0
2S+1   1
Frontier orbital gap   9.99 eV

XYZ file:
```
12
Properties=species:S:1:pos:R:3:forces:R:3
C -0.9852 -0.1661 0.1812 -1.39 -3.09 -2.64
C 1.7834 0.2887 -0.3725 2.64 1.86 -2.39
H -1.6747 1.7551 -0.1995 2.36 -2.13 1.35
H -0.5527 1.5576 1.0556 1.56 1.34 3.32
H -1.4476 -1.8649 -0.4222 -2.15 3.07 -1.34
H -0.0374 -1.8668 0.5737 -0.34 1.80 1.67
H 1.3022 1.3631 -0.5062 0.64 -2.50 0.86
H 2.8813 0.2419 -0.8794 -2.71 -0.06 1.12
N -0.8714 1.1457 0.2746 -4.50 2.80 -4.42
N -1.8785 -0.8007 -0.6151 4.18 -1.80 3.59
N 0.1144 -0.8367 0.8442 -0.08 -2.98 -2.20
N 1.3663 -0.8169 0.0654 -0.22 1.70 1.08
```
Positions in Å, forces in eV/Å.



This record from the Open Molecules 2025 dataset describes a single C2H6N4 molecule at a distorted geometry. The level of theory is the ωB97M-V functional and the def2-TZVPD basis.

Summary:
Energy relative to the best compared isomer or geometry (same formula, charge and spin)   415.3 kJ/mol
Total energy   -298.69074 Eh
Charge   0
2S+1   1
Frontier orbital gap (spin up / spin down)   8.17 / 8.17 eV

XYZ file:
```
12
Properties=species:S:1:pos:R:3:forces:R:3
C 1.1721 -0.2993 -0.0603 2.66 0.69 -0.31
C -1.1940 -0.3087 -0.0592 -0.51 -0.27 0.09
N 0.0901 1.6951 0.1062 0.22 1.18 0.19
N 3.4432 -0.4021 -0.0450 -1.24 0.27 -0.04
N 2.4693 0.3886 -0.1526 -0.92 -1.48 0.35
N 0.0746 0.4269 -0.0112 0.01 -0.16 -0.08
H 1.1380 -1.3746 -0.0762 -0.13 -0.07 -0.03
H -1.5900 -0.4222 0.9502 0.10 0.09 -0.03
H -1.0509 -1.2907 -0.5014 0.08 0.03 0.02
H -1.9095 0.2514 -0.6610 0.18 0.05 0.02
H -0.8453 2.0945 0.1035 -0.16 -0.56 -0.12
H 4.3111 0.1401 -0.1402 -0.30 0.22 -0.06
```
Positions in Å, forces in eV/Å.